# CH3IO2S

A cluster of 2 separate species, CH3IO2S in total (wB97M-V/def2-TZVPD, the Open Molecules 2025 dataset).

Results
Kohn-Sham gap   8.4 eV
Total charge   0
E_HOMO   -9.7 eV
E   -886.1749 a.u.
Energy above the lowest of the compared OMol25 structures with the same formula, charge and spin   142.37 kJ/mol

```
8
Properties=species:S:1:pos:R:3:forces:R:3:mulliken_charge:R:1
C -1.444 0.052 -0.140 -2.0 -0.5 0.0 -0.007
O -1.344 0.981 -0.889 -0.8 -0.3 0.3 -0.372
O 0.765 1.515 0.185 0.1 0.2 0.6 -0.397
S 2.140 1.668 -0.256 -0.1 -1.0 -1.6 0.215
I 3.374 -0.487 0.166 -0.1 0.5 0.0 -0.026
H 2.773 2.294 0.704 0.9 0.5 1.3 0.201
H -0.783 -0.812 -0.198 0.6 -0.2 0.2 0.196
H -2.353 -0.140 0.578 1.3 0.8 -0.8 0.191
```
Forces are in eV/Å.


# C6H6Cl2O4RhRu

A structure of composition C6H6Cl2O4RhRu (wB97M-V/def2-TZVPD, the Open Molecules 2025 dataset).

Results
<S²>   24.79
Kohn-Sham gap (alpha / beta)   5.6 / 5.2 eV
Total charge   +4
2S+1   10
E_HOMO (alpha / beta)   -22.2 / -26.9 eV
E   -1656.6233 a.u.
Energy above the lowest of the compared OMol25 structures with the same formula, charge and spin   20.21 kJ/mol

```
20
Properties=species:S:1:pos:R:3:forces:R:3:lowdin_spin:R:1
Ru -0.410 -0.374 -2.641 -3.1 1.5 5.8 2.134
Rh -0.236 0.354 0.099 -2.9 -2.9 -1.2 2.354
Cl -1.507 -1.514 -0.759 0.5 -0.3 -1.0 0.499
Cl -1.254 1.630 -1.527 -0.5 0.2 -1.3 0.521
C 0.890 1.722 0.551 7.6 8.9 2.6 0.105
C -0.052 -1.919 -3.568 2.2 -9.2 -6.1 0.018
C 0.102 0.622 -4.098 3.1 5.4 -9.3 0.021
O 1.549 2.657 0.788 -3.5 -4.8 -1.2 0.051
O 0.174 -2.890 -4.184 -1.3 5.4 3.6 0.113
O 0.417 1.217 -5.058 -1.8 -3.3 5.6 0.087
C -1.040 0.586 3.719 0.9 0.2 -1.2 0.415
C -0.017 -0.330 3.119 0.5 0.7 2.4 0.773
C 1.101 -0.796 4.011 0.1 0.6 -1.5 0.471
O -0.041 -0.756 1.935 -1.0 -2.0 -2.5 0.996
H -0.953 0.610 4.810 -0.5 0.3 1.3 0.072
H -2.066 0.286 3.473 -0.6 -1.0 0.6 0.072
H -0.837 1.607 3.371 0.4 0.4 0.5 0.060
H 1.293 -1.864 3.872 -1.0 -1.2 0.6 0.075
H 2.003 -0.244 3.715 0.3 1.2 0.6 0.078
H 0.890 -0.593 5.062 0.6 -0.1 1.7 0.085
```
Forces are in eV/Å.


# C5H14N2

An isolated molecule of C5H14N2 (wB97M-V/def2-TZVPD, the Open Molecules 2025 dataset).

Results
Kohn-Sham gap   9.3 eV
Total charge   0
Structure (SMILES)   CNCCCCN
E_HOMO   -8.2 eV
E   -308.3235 a.u.
Energy above the lowest of the compared OMol25 structures with the same formula, charge and spin   261.47 kJ/mol

```
21
Properties=species:S:1:pos:R:3:forces:R:3:mulliken_charge:R:1
C 0.903 -0.242 -1.712 -0.6 1.2 -1.3 -0.643
N 0.443 1.220 -1.870 -1.3 -1.9 -1.9 -0.378
C -0.857 1.719 -1.355 1.8 0.1 0.7 -0.704
C 0.871 -0.537 -0.254 3.5 0.6 3.1 -0.118
C -0.389 -1.087 0.364 -1.7 -0.4 0.7 -0.355
C -0.371 -1.249 1.906 -4.8 0.5 -0.7 -0.805
N -0.511 -0.014 2.667 2.4 3.7 -1.7 -0.588
H 1.927 -0.419 -2.247 -1.8 0.7 1.2 0.259
H 0.195 -0.997 -2.184 0.5 1.3 0.0 0.260
H 1.135 1.911 -1.784 1.2 0.3 0.2 0.234
H -1.504 0.888 -1.259 -0.9 -0.7 -0.2 0.243
H -1.341 2.504 -1.997 0.7 -0.6 0.7 0.271
H -0.657 2.043 -0.297 -0.8 0.3 -0.8 0.242
H 1.110 0.452 0.272 -0.5 -1.0 -0.6 0.140
H 1.855 -1.093 0.116 -2.2 0.3 -0.8 0.294
H -0.674 -2.086 -0.055 0.4 0.7 0.2 0.308
H -1.341 -0.453 0.206 1.7 -0.7 -0.1 0.106
H -1.385 -1.734 2.111 0.9 0.2 -0.5 0.252
H 0.211 -1.975 2.298 3.0 -1.9 1.0 0.497
H 0.051 0.127 3.525 -0.4 -0.9 -0.7 0.253
H -0.046 0.763 2.023 -1.4 -1.8 1.7 0.231
```
Forces are in eV/Å.


# C32H26Br2Cl2HfN5O4Te

A structure of composition C32H26Br2Cl2HfN5O4Te (wB97M-V/def2-TZVPD, the Open Molecules 2025 dataset).

Results
Kohn-Sham gap (alpha / beta)   3.0 / 3.0 eV
Total charge   -1
E_HOMO (alpha / beta)   -2.0 / -2.0 eV
E   -8194.3266 a.u.
Energy above the lowest of the compared OMol25 structures with the same formula, charge and spin   370.26 kJ/mol

```
73
Properties=species:S:1:pos:R:3:forces:R:3:mulliken_charge:R:1
Hf 0.843 0.113 -1.457 1.0 2.1 -0.4 -1.383
Cl 3.908 1.435 -7.504 0.3 0.4 -0.8 -0.229
C 3.137 0.723 -6.173 -0.1 -2.5 1.0 0.175
C 2.370 1.485 -5.323 -0.2 -1.0 1.0 -0.873
C 1.872 0.783 -4.179 -1.4 1.1 0.1 0.473
N 1.164 1.377 -3.120 0.0 -0.4 -1.7 0.551
C 0.590 2.618 -3.181 1.0 -1.4 -1.8 0.155
O 0.773 3.435 -4.081 -0.5 0.3 0.6 -0.757
C -0.502 2.690 -2.218 -0.8 0.0 1.6 0.836
C -1.271 3.835 -2.165 -0.3 0.1 0.5 -0.492
C -2.173 3.959 -1.116 -0.5 -0.7 -0.1 -0.473
C -2.407 2.792 -0.329 -1.2 1.6 1.0 -0.780
C -1.527 1.749 -0.317 -0.8 -0.1 -0.6 0.158
N -0.672 1.644 -1.334 0.6 1.3 -0.1 0.665
C 1.845 -0.634 -4.096 -0.6 -0.8 0.6 0.193
C 2.631 -1.397 -4.918 0.2 2.0 -1.1 -1.246
C 3.297 -0.695 -5.920 -0.2 1.1 -0.5 0.355
Cl 4.220 -1.645 -7.021 0.5 -0.3 -0.4 -0.255
N 0.948 -1.224 -3.115 -0.4 0.5 -0.5 0.160
C 0.065 -2.263 -3.327 3.0 0.8 -2.3 0.652
O 0.167 -3.081 -4.261 -1.1 0.7 1.5 -0.774
C -0.970 -2.299 -2.258 -0.8 0.6 0.9 0.012
C -1.988 -3.249 -2.231 0.3 -1.0 -1.5 -0.551
C -2.768 -3.404 -1.120 -0.7 1.0 1.0 -0.461
C -2.518 -2.547 -0.023 0.1 -0.6 -0.9 -0.585
C -1.523 -1.595 -0.106 0.0 -0.2 -0.8 -0.164
N -0.853 -1.369 -1.267 -0.2 -2.0 0.8 -0.033
H 2.096 2.520 -5.550 0.4 -0.5 0.5 0.542
H -1.106 4.512 -2.997 0.1 0.5 0.5 0.469
H -2.716 4.881 -0.826 0.2 -0.7 -0.8 0.371
H -3.350 2.782 0.253 1.1 0.0 0.3 0.283
H -1.491 0.993 0.489 -0.4 0.4 -0.8 0.402
H 2.661 -2.447 -4.856 0.1 -1.0 0.0 0.574
H -2.167 -3.907 -3.115 0.6 0.7 0.8 0.402
H -3.605 -4.121 -1.125 0.6 0.4 0.2 0.384
H -3.083 -2.592 0.872 -0.4 -0.2 0.7 0.441
H -1.204 -1.068 0.798 -0.3 0.3 -0.5 0.451
C 0.973 2.817 2.777 0.5 0.4 0.3 -1.481
C 1.927 1.674 2.788 -0.4 -1.7 -0.6 0.621
C 2.660 1.384 3.946 -0.5 0.6 0.5 -0.584
C 3.504 0.319 4.019 0.4 -0.8 0.1 -0.865
C 3.662 -0.475 2.848 0.7 0.5 0.2 0.948
C 4.701 -1.418 2.666 0.1 -0.9 -1.2 -0.037
Br 6.345 -1.537 3.610 -0.2 0.3 1.0 -0.248
C 4.791 -2.185 1.522 -0.6 0.4 -0.6 -0.672
C 3.943 -1.968 0.421 -1.4 1.0 1.8 -0.546
Br 4.220 -2.858 -1.182 -0.1 -0.3 -0.4 -0.157
C 2.857 -1.072 0.575 1.9 -0.7 0.9 -0.371
O 1.985 -0.943 -0.366 0.3 -1.1 0.6 0.249
C 2.783 -0.231 1.742 0.8 -0.6 0.4 0.847
N 1.936 0.828 1.710 -0.8 0.5 2.0 0.160
H 0.684 3.106 3.791 -0.1 -0.3 0.1 0.443
H 0.114 2.574 2.180 -0.4 0.1 -0.3 0.062
H 1.451 3.709 2.364 0.0 -0.1 -0.4 0.320
H 2.469 1.983 4.849 0.1 -0.2 -0.5 0.330
H 3.935 0.017 4.993 0.1 0.3 -0.9 0.368
H 5.532 -2.957 1.416 0.4 0.1 0.0 0.429
C -5.775 0.205 2.263 0.3 -0.7 -0.9 -1.001
C -5.052 -0.469 3.431 1.3 0.6 -0.8 -0.282
O -3.721 -0.812 2.958 -0.5 -0.1 1.0 -0.191
C -2.952 -1.618 3.883 0.8 -0.3 -0.8 -0.342
C -1.683 -0.855 4.290 0.5 -0.7 0.4 -0.852
H -5.311 1.172 1.991 0.1 -0.6 0.2 0.162
H -6.785 0.465 2.549 -0.4 -0.2 0.0 0.392
H -5.781 -0.455 1.338 -0.1 0.8 1.2 0.256
H -5.461 -1.407 3.810 -0.7 0.2 -0.1 0.383
H -4.989 0.290 4.228 0.1 -0.4 0.2 0.214
H -2.552 -2.441 3.245 -0.6 0.0 0.6 0.175
H -3.558 -2.051 4.740 0.6 0.7 -1.0 0.423
H -1.043 -0.660 3.416 -0.3 0.0 0.2 0.013
H -1.033 -1.399 5.019 -0.7 0.1 -0.5 0.379
H -1.902 0.086 4.749 -0.3 0.7 0.2 0.329
Te 2.429 2.398 -0.364 0.0 0.4 -1.1 -0.523
```
Forces are in eV/Å.


# C21H15F3N5PdSe

A structure of composition C21H15F3N5PdSe (wB97M-V/def2-TZVPD, the Open Molecules 2025 dataset).

Results
<S²>   6.06
Kohn-Sham gap (alpha / beta)   7.3 / 7.1 eV
Total charge   +1
2S+1   5
E_HOMO (alpha / beta)   -11.1 / -12.1 eV
E   -3911.6307 a.u.
Energy above the lowest of the compared OMol25 structures with the same formula, charge and spin   32.60 kJ/mol

```
46
Properties=species:S:1:pos:R:3:forces:R:3:lowdin_spin:R:1
Pd -1.067 -0.731 1.178 0.2 -0.2 -0.2 1.320
Se -0.563 -0.260 -6.478 0.1 0.0 -0.5 0.000
N -0.080 -1.485 -5.315 0.2 -0.4 0.3 0.000
C -0.523 -1.111 -4.140 -0.1 0.2 -0.3 0.000
C -0.341 -1.878 -2.925 -0.1 0.0 0.4 0.002
C 0.286 -3.126 -2.887 0.0 0.1 0.0 0.002
C 0.358 -3.804 -1.690 0.0 0.0 -0.1 0.003
C -0.170 -3.212 -0.547 0.0 0.0 0.0 0.013
N -0.733 -2.013 -0.569 -0.1 0.2 0.1 0.077
C -0.848 -1.347 -1.734 0.3 -0.4 -0.1 0.010
C -1.555 -0.073 -1.708 -0.3 0.5 -0.2 0.010
N -2.007 0.364 -0.516 0.3 -0.2 0.2 0.098
C -2.756 1.453 -0.452 0.0 0.1 0.0 0.010
C -3.066 2.205 -1.582 0.0 0.0 0.0 0.004
C -2.563 1.815 -2.802 0.0 0.0 0.0 0.000
C -1.796 0.649 -2.882 0.0 -0.1 0.4 0.003
C -1.250 0.132 -4.119 0.2 -0.2 -0.3 0.001
N -1.375 0.732 -5.278 -0.2 0.3 0.4 0.000
H 0.691 -3.538 -3.801 0.0 0.0 0.0 0.000
H 0.804 -4.787 -1.631 0.0 0.0 0.0 0.000
H -0.146 -3.714 0.412 0.0 0.0 0.0 0.003
H -3.119 1.729 0.529 0.0 0.0 0.0 0.002
H -3.693 3.080 -1.488 0.0 0.0 0.0 0.001
H -2.752 2.380 -3.705 0.0 0.0 0.0 0.000
F -2.754 -2.680 1.941 -0.1 0.0 0.2 0.074
C -2.643 -1.414 2.447 -0.7 -0.3 -0.9 0.286
F -2.787 -1.509 3.753 0.4 0.2 0.4 0.069
F -3.707 -0.713 1.980 -0.1 0.0 0.1 0.059
C 1.890 0.560 -0.116 0.0 0.0 0.1 0.027
C 2.360 1.060 1.216 -0.4 -0.2 0.0 0.172
C 3.586 1.643 1.386 0.1 0.1 0.0 -0.001
C 4.012 2.102 2.637 -0.1 0.0 -0.1 0.213
C 3.183 1.974 3.751 0.1 0.0 0.1 -0.007
C 1.941 1.401 3.659 -0.3 -0.1 -0.1 0.186
C 1.024 1.255 4.830 0.0 0.0 -0.1 0.030
C 1.479 0.913 2.366 0.8 0.4 0.4 0.180
N 0.306 0.375 2.296 0.0 0.2 -0.1 1.114
H 2.608 0.794 -0.900 0.0 0.0 0.0 0.000
H 0.933 1.021 -0.371 0.0 0.0 -0.1 0.008
H 1.754 -0.523 -0.082 0.0 0.0 -0.1 0.008
H 4.235 1.751 0.526 0.0 0.0 0.0 -0.002
H 4.987 2.559 2.736 0.0 0.0 0.0 0.012
H 3.524 2.335 4.713 0.0 0.0 0.0 -0.002
H 1.470 1.667 5.732 0.0 0.0 0.0 0.000
H 0.784 0.203 4.998 0.0 0.0 0.1 0.009
H 0.078 1.764 4.633 0.0 0.0 0.1 0.009
```
Forces are in eV/Å.


# C3H5N3

An isolated molecule of C3H5N3 (wB97M-V/def2-TZVPD, the Open Molecules 2025 dataset).

Results
Kohn-Sham gap   8.4 eV
Total charge   0
E_HOMO   -7.7 eV
E   -281.3833 a.u.
Energy above the lowest of the compared OMol25 structures with the same formula, charge and spin   542.89 kJ/mol

```
11
Properties=species:S:1:pos:R:3:forces:R:3:mulliken_charge:R:1
C 1.259 -0.175 0.446 0.7 0.5 1.1 -0.614
C -1.053 -0.141 -0.577 2.6 -1.4 0.0 -0.554
C 0.216 -0.984 0.058 -3.1 0.7 -2.6 1.076
N -0.087 -2.229 0.060 -0.2 -1.2 0.1 -0.725
N 2.196 0.525 -0.137 0.1 -0.6 -0.8 -0.289
N -1.755 0.596 0.210 -2.3 0.1 2.3 -0.249
H -1.034 -2.585 -0.321 1.9 1.8 0.7 0.231
H 2.792 1.080 0.510 -0.6 -0.5 -1.3 0.295
H 2.471 0.466 -1.182 -0.5 0.1 2.1 0.244
H -2.735 0.615 -0.151 1.1 0.9 0.7 0.321
H -1.684 0.773 1.286 0.3 -0.5 -2.4 0.263
```
Forces are in eV/Å.